# C2H7NO2S2

2 unconnected molecules or ions with the total composition C2H7NO2S2 in a non-equilibrium geometry (ωB97M-V/def2-TZVPD, OMol25).

Geometry as XYZ:
```
14
Properties=species:S:1:pos:R:3
S -3.112 0.876 0.133
C 1.622 0.165 0.340
H -3.877 -0.849 -0.863
C 2.453 -0.884 1.063
N 1.169 0.242 -0.837
O -2.044 0.100 0.697
H 1.722 -0.291 -1.523
H 1.370 0.969 0.996
H 3.490 -0.481 0.878
O -4.249 -0.105 -0.444
S -2.282 1.611 -1.742
H 2.369 -0.839 2.147
H -1.010 1.386 -1.417
H 2.381 -1.901 0.570
```

- Molar mass: 141.2 g mol⁻¹
- ΔE to the lowest compared entry with this formula, charge and spin: 55.4 kcal per mole
- HOMO-LUMO gap: 0.37245 Eh
- Net charge: 0